Entry from the Open Molecules 2025 dataset: a structure of composition C33H35AuCl2N3O5SSi (the ωB97M-V functional and the def2-TZVPD basis).

XYZ file:
```
81
Properties=species:S:1:pos:R:3:mulliken_charge:R:1
Au 1.7034 -0.1006 0.1761 1.135
N 1.4148 -2.2563 4.4483 -0.402
C 1.4961 -1.5841 3.2617 0.390
O 1.9566 -0.4625 3.2058 -0.548
C 0.9927 -2.3542 2.0562 -0.718
C 0.4153 -1.4707 0.9705 -0.918
H 1.7746 -1.8115 5.2738 0.255
H 1.0362 -3.1825 4.5029 0.173
H 0.2394 -3.0796 2.3838 0.572
H 1.8411 -2.9212 1.6655 0.241
H -0.4410 -0.9074 1.3324 0.128
H 0.1262 -2.0643 0.1009 0.369
Cl 1.0756 -3.5390 -5.9110 -0.216
C -0.1350 -2.3439 -5.5755 1.167
C -1.1394 -2.1434 -6.5071 -0.611
C -2.0841 -1.1521 -6.2973 -0.424
C -2.0322 -0.3799 -5.1489 -0.790
C -1.0414 -0.6170 -4.2110 0.368
Cl -1.0354 0.2695 -2.7333 0.173
C -0.0567 -1.5947 -4.3962 -1.485
N 0.9531 -1.7774 -3.4565 0.298
C 1.0855 -2.9400 -2.6969 0.786
C 0.0554 -3.8850 -2.6754 -0.186
C 0.1641 -5.0417 -1.9243 -0.822
C 1.3015 -5.2732 -1.1659 -0.862
C 2.3150 -4.3272 -1.1722 -0.283
C 2.2338 -3.1582 -1.9220 -0.057
C 3.3962 -2.1881 -1.8883 -0.092
C 3.9254 -2.0343 -0.4683 0.427
O 4.9848 -2.5460 -0.1530 -0.714
O 3.1866 -1.4192 0.4168 -0.952
H -1.1556 -2.7529 -7.3999 0.418
H -2.8633 -0.9843 -7.0289 0.355
H -2.7645 0.3919 -4.9565 0.441
H 1.4048 -0.9269 -3.1339 0.032
H -0.8455 -3.6976 -3.2463 0.481
H -0.6508 -5.7554 -1.9261 0.384
H 1.4000 -6.1745 -0.5746 0.391
H 3.2092 -4.4893 -0.5798 0.492
H 3.1376 -1.2127 -2.2967 -0.353
H 4.2185 -2.5855 -2.4843 0.361
C 0.0142 4.5662 0.0963 -1.851
C -1.2346 3.6819 0.2313 2.286
C -2.3031 4.4311 1.0308 -1.851
C -1.7604 3.4026 -1.1797 -1.688
Si -0.6897 2.0900 1.1255 -1.302
O 0.2603 1.2598 0.1238 0.947
C -2.1731 1.0456 1.6897 0.644
C -2.2503 0.5207 2.9831 -0.002
C -3.2768 -0.3348 3.3639 -0.864
C -4.2598 -0.6900 2.4527 -0.424
C -4.2034 -0.1888 1.1597 -0.765
C -3.1727 0.6634 0.7890 -0.091
C 0.2086 2.6465 2.6896 0.849
C -0.4601 3.1725 3.8007 -0.223
C 0.2289 3.6139 4.9209 -0.790
C 1.6157 3.5356 4.9541 -0.523
C 2.2997 3.0191 3.8645 -0.759
C 1.6011 2.5826 2.7465 -0.256
H -0.2404 5.4866 -0.4434 0.518
H 0.8015 4.0533 -0.4620 0.278
H 0.4212 4.8480 1.0693 0.374
H -2.6079 5.3358 0.4906 0.497
H -1.9302 4.7452 2.0082 0.322
H -3.1961 3.8200 1.1887 0.310
H -1.9270 4.3516 -1.7046 0.518
H -2.7129 2.8685 -1.1711 0.316
H -1.0438 2.8208 -1.7608 0.095
H -1.4815 0.7684 3.7063 0.473
H -3.3040 -0.7281 4.3734 0.402
H -5.0602 -1.3592 2.7447 0.361
H -4.9569 -0.4712 0.4340 0.410
H -3.1401 1.0177 -0.2319 0.157
H -1.5438 3.2337 3.7977 0.406
H -0.3143 4.0163 5.7682 0.386
H 2.1582 3.8712 5.8301 0.362
H 3.3796 2.9423 3.8838 0.421
H 2.1537 2.1784 1.9067 0.382
O 2.9868 0.6832 -3.2343 -0.566
S 3.3256 1.6303 -2.1499 0.060
N 2.9897 1.3422 -0.7504 -0.218
```

Its LUMO energy is 2.44 eV. The HOMO energy comes out at -5.52 eV. Its energy above the lowest of the compared OMol25 structures with the same formula, charge and spin is 21.5 kcal per mole. Its frontier orbital gap is 7.955 eV. Its charge is -1.

=====

Entry from the Open Molecules 2025 dataset: a structure of composition C25H18BrClI2O2PV (the ωB97M-V functional and the def2-TZVPD basis).

XYZ file:
```
51
Properties=species:S:1:pos:R:3:nbo_charge:R:1
V 0.4190 0.6883 -2.3525 1.087
Cl 2.6236 1.2430 -2.3642 0.067
C 3.2811 1.2098 -0.6527 0.022
C 4.6399 1.3425 -0.5328 -0.223
C 5.1467 1.3078 0.7649 -0.136
C 4.3006 1.1448 1.8526 -0.176
C 2.9296 1.0139 1.6687 -0.155
C 2.3848 1.0587 0.3875 -0.351
P 0.6257 0.8549 0.0474 0.954
C -0.1917 2.4341 0.3215 -0.431
C -1.5769 2.5037 0.1489 -0.195
C -2.2174 3.7287 0.2249 -0.194
C -1.4789 4.8865 0.4533 -0.168
C -0.1022 4.8193 0.6200 -0.213
C 0.5459 3.5924 0.5563 -0.132
C -0.0361 -0.4100 1.1136 -0.340
C 0.3035 -1.7374 0.8451 -0.206
C -0.1530 -2.7459 1.6742 -0.185
C -0.9454 -2.4268 2.7725 -0.152
C -1.2797 -1.1075 3.0433 -0.194
C -0.8279 -0.0894 2.2145 -0.190
H 5.2847 1.4566 -1.3926 0.263
H 6.2148 1.3968 0.9110 0.256
H 4.7126 1.1147 2.8517 0.254
H 2.2753 0.8728 2.5208 0.246
H -2.1636 1.6114 -0.0420 0.234
H -3.2912 3.7839 0.1056 0.246
H -1.9820 5.8428 0.5115 0.245
H 0.4660 5.7193 0.8128 0.244
H 1.6192 3.5470 0.6924 0.219
H 0.9232 -1.9913 -0.0071 0.215
H 0.1062 -3.7761 1.4681 0.240
H -1.3023 -3.2149 3.4226 0.243
H -1.8915 -0.8676 3.9022 0.244
H -1.0955 0.9381 2.4260 0.235
I -0.0910 1.7199 -5.0292 0.219
I -0.5903 3.7414 -3.3595 0.190
Br -1.6072 -6.7418 -0.4793 0.158
C -1.8065 -4.9887 -1.0810 -0.052
C -0.7473 -4.3707 -1.7397 -0.259
C -0.8823 -3.0559 -2.1387 -0.092
C -2.0737 -2.3727 -1.9084 -0.258
C -3.1449 -3.0159 -1.2874 -0.105
C -3.0069 -4.3242 -0.8616 -0.233
C -2.2773 -0.9807 -2.2739 0.815
O -3.2462 -0.3347 -2.4253 -0.446
O -0.9981 -0.2020 -2.3128 -0.757
H 0.1639 -4.9199 -1.9311 0.248
H -0.0620 -2.5851 -2.6637 0.194
H -4.0747 -2.4847 -1.1335 0.249
H -3.8229 -4.8294 -0.3650 0.254
```

Its LUMO energy (spin up / spin down) is -7.93 / -7.97 eV. The HOMO energy (spin up / spin down) comes out at -14.07 / -14.07 eV. As for the multiplicity: 3. Its frontier orbital gap (spin up / spin down) is 6.140 / 6.109 eV. Its charge is +2.

=====

Max |F| / eV Å⁻¹: 0.4, 1.7